Density functional theory data (ωB97M-V/def2-TZVPD) for C4H10N2O in the gas phase.

## Properties
SMILES: CN(C)C(=O)CN
E_HOMO (eV): -9.062
ΔE to the lowest compared entry with this formula, charge and spin (kJ/mol): 152.9
Electronic energy (Ha): -343.14322

ORCA input file:
```
! wB97M-V def2-TZVPD RIJCOSX def2/J DEFGRID3
* xyz 0 1
N 1.0920 -1.0733 1.7579
C 1.5209 -0.7567 0.4041
C 0.8502 0.5018 -0.1899
N -0.4430 0.4067 -0.5555
C -1.1964 1.6448 -0.9229
C -1.2442 -0.8202 -0.4301
O 1.5126 1.4948 -0.4398
H 0.5015 -0.3740 2.1727
H 1.8377 -1.3037 2.3925
H 1.4183 -1.5253 -0.3615
H 2.5719 -0.4542 0.3674
H -1.1339 2.3387 -0.0846
H -0.8564 1.9794 -1.8935
H -2.2554 1.3663 -0.8877
H -0.6398 -1.5891 -0.9278
H -2.1486 -0.6803 -1.0150
H -1.3873 -1.1557 0.6136
*
```

Results of the Mulliken charge analysis, in e, for atoms 1 through 6: -0.458, -0.708, 0.661, 0.055, -0.959, -0.923